(1)
Below is an isolated ion of composition C4H7N2 and charge +1, with properties calculated with ωB97M-V/def2-TZVPD.

Cartesian coordinates (Å):
C1 -1.32059 0.53708 0.63394
C2 0.06800 -0.93539 1.71464
C3 0.30221 0.85866 -1.50193
C4 0.46716 -0.40016 -0.59860
N1 -0.88309 1.47758 -1.35252
N2 -0.30230 -0.23690 0.62361
H1 -2.11128 1.02842 1.30589
H2 0.97164 -1.56215 1.69515
H3 -0.31229 -0.87479 2.64359
H4 1.28309 1.35064 -1.05944
H5 0.43341 0.63242 -2.59582
H6 -0.14145 -1.24699 -1.04546
H7 1.54548 -0.62841 -0.46306

Output
**Net charge**: +1
**Kohn-Sham gap (spin up / spin down)**: 0.3135 / 0.3016 Ha
**⟨S²⟩**: 2.186
**Highest occupied orbital energy (spin up / spin down)**: -0.520 / -0.540 Eh
**Multiplicity**: 3

Atomic partial charges in e from the natural (NBO) method, atoms 1 to 8: 0.267 -0.009 -0.413 -0.216 -0.040 -0.375 0.293 0.216

=====

(2)
Below is C29H39Cl6GeN6O2SV as an isolated structure, with properties calculated with ωB97M-V/def2-TZVPD.

Cartesian coordinates (Å):
V1 0.05488 0.25488 -0.01817
C1 2.03122 -2.27808 0.41074
N1 2.08105 -0.78746 0.41125
C2 3.11762 -0.30801 -0.53448
C3 2.46613 -0.31097 1.73794
C4 3.63498 -0.69012 2.37575
C5 3.95267 -0.16182 3.61773
C6 3.08401 0.73268 4.22630
C7 1.91250 1.11485 3.59780
C8 1.60141 0.61039 2.32768
N2 0.50615 0.98001 1.57014
C9 -0.39885 1.91755 2.13553
C10 -1.32815 1.47741 3.06724
C11 -2.29562 2.33600 3.56393
C12 -2.32936 3.64338 3.11154
C13 -1.39361 4.09777 2.19494
C14 -0.40366 3.25510 1.69192
N3 0.51055 3.65068 0.69576
C15 0.14482 4.80932 -0.09813
C16 1.92514 3.66738 1.04251
H1 2.59934 -2.68303 -0.42382
H2 2.44292 -2.68666 1.33287
H3 1.00473 -2.62503 0.31271
H4 4.10672 -0.66920 -0.24156
H5 2.90393 -0.65273 -1.54269
H6 3.13536 0.78283 -0.51076
H7 4.31652 -1.39380 1.91372
H8 4.87369 -0.44688 4.10717
H9 3.32536 1.14961 5.19521
H10 1.23312 1.80879 4.07363
H11 -1.27939 0.44227 3.38517
H12 -3.01969 1.97619 4.28282
H13 -3.10051 4.31689 3.46220
H14 -1.43704 5.13057 1.87676
H15 -0.88789 4.71939 -0.42473
H16 0.77353 4.83189 -0.98940
H17 0.28293 5.75590 0.44539
H18 2.24050 4.68151 1.32427
H19 2.13802 3.00975 1.87889
H20 2.52635 3.35156 0.18422
Cl1 -0.50090 -3.28293 -4.49152
Ge1 0.72736 -2.60945 -2.67741
Cl2 1.82451 -4.61475 -2.28880
Cl3 2.40160 -1.59655 -3.86958
C17 -1.40428 -5.03003 -0.88426
N4 -1.92807 -3.71022 -0.54419
C18 -2.82073 -3.17537 -1.56793
C19 -1.53181 -2.99467 0.50776
S1 -1.73804 -1.26909 0.50599
N5 -1.06333 -3.61027 1.60843
C20 -0.46045 -2.85234 2.69859
C21 -1.46780 -4.95588 1.99748
H21 -1.09288 -5.00260 -1.92953
H22 -2.16695 -5.80425 -0.77309
H23 -0.52731 -5.27259 -0.29298
H24 -2.28622 -3.01946 -2.50598
H25 -3.60670 -3.91165 -1.74986
H26 -3.27420 -2.24634 -1.24012
H27 0.07086 -1.98495 2.32169
H28 0.23998 -3.50435 3.22066
H29 -1.22433 -2.50726 3.40072
H30 -2.28726 -5.30842 1.37940
H31 -1.81386 -4.92359 3.03147
H32 -0.63465 -5.65784 1.93330
C22 -0.07620 1.38110 -6.09365
C23 0.09669 1.16378 -4.62561
C24 1.09548 1.78603 -3.88699
C25 1.19157 1.55131 -2.53192
N6 0.37545 0.72293 -1.88155
C26 -0.61337 0.13966 -2.58615
C27 -0.78566 0.33465 -3.93458
H33 0.70031 2.02704 -6.49769
H34 -1.05066 1.83230 -6.28742
H35 -0.05012 0.42077 -6.61070
H36 1.79342 2.45912 -4.36490
H37 1.93556 2.06467 -1.93667
H38 -1.33052 -0.45901 -2.03650
H39 -1.60555 -0.15394 -4.44173
Cl4 -4.24436 0.82326 -2.02258
C28 -3.73926 2.16192 -0.95151
Cl5 -4.36019 1.86141 0.67060
Cl6 -4.36948 3.68145 -1.56863
C29 -2.16286 2.12575 -0.99166
O1 -1.60225 2.83016 -1.80825
O2 -1.68494 1.27975 -0.17208

Output
**Kohn-Sham gap (spin up / spin down)**: 0.2742 / 0.2896 Ha
**⟨S²⟩**: 2.022
**Highest occupied orbital energy (spin up / spin down)**: -0.291 / -0.292 Eh
**Multiplicity**: 3

Atomic partial charges in e from the Mulliken method, atoms 1 to 8: -0.287 -1.632 2.267 -0.926 -0.663 -0.211 -1.120 -0.741

=====

(3)
Below is one molecule with the formula C2H2F2S, with properties calculated with ωB97M-V/def2-TZVPD.

Cartesian coordinates (Å):
C1 -0.50137 -0.40671 1.14367
C2 -1.08010 0.17145 -0.75222
F1 -1.16439 0.29724 2.05181
F2 -2.00758 1.11718 -0.68687
S1 -1.36250 -1.41284 -0.02700
H1 0.56812 -0.41009 1.25466
H2 -0.22428 0.39920 -1.35908

Output
**Kohn-Sham gap**: 0.3461 Ha
**Highest occupied orbital energy**: -0.320 Eh

The natural (NBO) scheme yields these atomic charges, measured in e: 0.009 0.010 -0.323 -0.322 0.251 0.187 0.187

=====

(4)
Below is C17H17FeNO4 as an isolated structure, with properties calculated with ωB97M-V/def2-TZVPD.

Cartesian coordinates (Å):
Fe1 -0.26106 0.00789 0.62227
C1 1.00972 -1.66227 -3.16008
C2 1.52504 -0.33846 -2.60870
C3 2.83878 0.05211 -3.29639
C4 1.71859 -0.33193 -1.10461
C5 2.00232 0.87729 -0.44799
C6 2.22826 0.92340 0.92070
C7 2.15153 -0.23213 1.70686
C8 2.34995 -0.15395 3.19118
C9 1.82823 -1.42793 1.06519
C10 1.63387 -1.48049 -0.32046
H1 0.80654 -1.55835 -4.22622
H2 0.09016 -1.97270 -2.66661
H3 1.76237 -2.44809 -3.04978
H4 0.78220 0.43432 -2.83355
H5 3.61055 -0.69142 -3.08536
H6 3.20613 1.02277 -2.96191
H7 2.69949 0.09738 -4.37693
H8 2.05125 1.79208 -1.02631
H9 2.41202 1.87456 1.40225
H10 2.25764 -1.13489 3.65497
H11 1.60278 0.51293 3.62269
H12 3.33860 0.24366 3.42430
H13 1.74119 -2.33751 1.64640
H14 1.36352 -2.42137 -0.77660
O1 -1.51906 2.58748 3.53637
C11 -1.38697 1.80778 2.61840
O2 -0.27966 1.28295 2.18749
C12 -2.60443 1.33800 1.83413
C13 -3.92839 1.68360 2.03615
C14 -4.87945 1.11651 1.19323
C15 -4.50482 0.23055 0.18730
C16 -3.15904 -0.06049 0.05800
N1 -2.27686 0.49716 0.86876
C17 -2.49893 -0.99657 -0.94406
O3 -3.16659 -1.56293 -1.78173
O4 -1.21244 -1.07988 -0.78010
H15 -4.18843 2.37146 2.82778
H16 -5.92480 1.36539 1.32354
H17 -5.21982 -0.22789 -0.48059

Output
**Kohn-Sham gap (spin up / spin down)**: 0.3453 / 0.3464 Ha
**⟨S²⟩**: 6.017
**Highest occupied orbital energy (spin up / spin down)**: -0.340 / -0.348 Eh
**Multiplicity**: 5

Atomic partial charges in e from the natural (NBO) method, atoms 1 to 8: 1.500 -0.621 -0.237 -0.595 -0.018 -0.245 -0.208 -0.033

=====

(5)
Below is a 2-piece molecular cluster, C5H16N2O overall, with properties calculated with ωB97M-V/def2-TZVPD.

Cartesian coordinates (Å):
N1 1.39116 -0.85734 0.99536
C1 1.24328 0.03072 -0.15057
C2 1.93164 -0.54052 -1.39347
C3 -0.34850 0.13281 -0.38166
N2 -0.81466 1.37780 0.21754
C4 -1.60483 1.25813 1.44977
C5 -1.30245 2.39938 -0.71780
H1 2.27272 -1.22436 1.32078
H2 0.90227 -0.43291 1.77266
H3 1.53819 1.03513 0.13011
H4 2.64255 0.14597 -1.85959
H5 2.50130 -1.40583 -1.08281
H6 1.23816 -0.79433 -2.19402
H7 -0.58260 0.07496 -1.43883
H8 -0.84498 -0.65332 0.17484
H9 -1.52199 0.25212 1.85420
H10 -2.65654 1.39552 1.22700
H11 -1.27413 2.00989 2.16742
H12 -0.99828 2.16026 -1.72731
H13 -2.38785 2.48729 -0.59106
H14 -0.94266 3.37863 -0.36602
H15 0.01168 -2.51942 -0.15439
H16 -1.32332 -3.27913 0.12124
O1 -0.38840 -3.39672 -0.07798

Output
**Net charge**: +1
**Kohn-Sham gap (spin up / spin down)**: 0.3867 / 0.2184 Ha
**⟨S²⟩**: 0.754
**Highest occupied orbital energy (spin up / spin down)**: -0.494 / -0.493 Eh
**Multiplicity**: 2

Atomic partial charges in e from the natural (NBO) method, atoms 1 to 8: -0.858 -0.011 -0.638 -0.274 0.035 -0.463 -0.457 0.408

=====

(6)
Below is a 2-piece molecular cluster, C2H5IOS overall, with properties calculated with ωB97M-V/def2-TZVPD.

Cartesian coordinates (Å):
C1 1.56661 -0.20437 -0.26555
C2 -0.30045 0.68537 0.21612
O1 -1.18019 -1.73364 0.55087
S1 -1.30733 -0.66215 -0.40955
I1 -3.50990 0.42449 -0.06282
H1 1.40058 -1.24075 -0.03796
H2 1.68576 0.03979 -1.30527
H3 2.22915 0.30994 0.40452
H4 -0.32882 1.58206 -0.37659
H5 -0.25541 0.79927 1.28623

Output
**Kohn-Sham gap**: 0.3231 Ha
**Highest occupied orbital energy**: -0.345 Eh

Atomic partial charges in e from the natural (NBO) method, atoms 1 to 8: -0.537 -0.641 -0.923 1.173 -0.159 0.213 0.202 0.208

=====

How do the records compare in maximum force? In the order shown, they have 4.705 1.964 3.895 0.080 3.107 4.255 eV/Å.
How do the records compare in relative energy (zero: lowest compared OMol25 entry of this formula, charge and spin)? In the order shown, they have 407.5 0.0 208.6 0.0 74.9 217.0 kJ/mol.